{
  "formula": "C40H65F15O25",
  "method": "the ωB97M-V functional and the def2-TZVPD basis",
  "elements": ["C", "C", "O", "C", "O", "O", "C", "H", "H", "H", "H", "H", "H", "H", "H", "C", "C", "O", "C", "O", "O", "C", "H", "H", "H", "H", "H", "H", "H", "H", "C", "C", "O", "C", "O", "O", "C", "H", "H", "H", "H", "H", "H", "H", "H", "C", "C", "O", "C", "O", "O", "C", "H", "H", "H", "H", "H", "H", "H", "H", "C", "C", "O", "C", "O", "O", "C", "H", "H", "H", "H", "H", "H", "H", "H", "C", "C", "O", "C", "O", "C", "F", "F", "F", "H", "H", "H", "H", "H", "C", "C", "O", "C", "O", "C", "F", "F", "F", "H", "H", "H", "H", "H", "C", "C", "O", "C", "O", "C", "F", "F", "F", "H", "H", "H", "H", "H", "C", "C", "O", "C", "O", "C", "F", "F", "F", "H", "H", "H", "H", "H", "C", "C", "O", "C", "O", "C", "F", "F", "F", "H", "H", "H", "H", "H"],
  "coordinates": [[-2.294, 7.368, 2.976], [-1.722, 5.966, 3.534], [-0.600, 5.477, 2.723], [-0.038, 4.390, 3.140], [-0.567, 3.417, 3.702], [1.326, 4.505, 2.874], [2.193, 3.481, 3.388], [-2.924, 7.888, 3.697], [-2.744, 7.227, 1.994], [-1.518, 8.121, 2.836], [-2.608, 5.337, 3.448], [-1.413, 5.934, 4.579], [1.732, 2.781, 4.085], [3.110, 3.802, 3.882], [2.534, 2.842, 2.573], [-2.332, 2.729, 0.873], [-1.736, 3.780, 0.013], [-0.775, 3.284, -0.879], [-1.024, 2.794, -2.142], [-2.193, 2.770, -2.647], [0.094, 2.186, -2.517], [0.120, 1.307, -3.618], [-2.931, 1.938, 0.421], [-3.007, 3.144, 1.622], [-1.515, 2.280, 1.437], [-1.188, 4.410, 0.714], [-2.477, 4.406, -0.484], [-0.031, 0.288, -3.261], [1.091, 1.401, -4.105], [-0.566, 1.730, -4.352], [-6.274, -0.389, -6.102], [-4.729, -0.428, -6.229], [-4.039, -0.065, -5.007], [-3.748, -0.970, -4.041], [-3.895, -2.206, -4.168], [-3.128, -0.279, -3.068], [-2.652, -0.822, -1.923], [-6.547, 0.653, -6.270], [-6.698, -0.781, -5.177], [-6.625, -1.095, -6.855], [-4.530, 0.295, -7.021], [-4.390, -1.425, -6.509], [-1.687, -1.297, -2.097], [-3.274, -1.616, -1.508], [-2.465, 0.005, -1.238], [1.109, -1.517, -0.530], [0.264, -2.458, 0.350], [-0.994, -1.965, 0.692], [-1.314, -0.975, 1.612], [-0.554, -0.251, 2.216], [-2.644, -0.906, 1.604], [-3.232, -0.684, 2.891], [1.277, -0.593, 0.024], [0.674, -1.332, -1.512], [2.117, -1.912, -0.651], [0.708, -2.839, 1.270], [0.084, -3.393, -0.181], [-3.376, -1.606, 3.454], [-4.224, -0.344, 2.596], [-2.685, -0.083, 3.618], [-2.336, 11.070, -3.582], [-1.903, 10.719, -2.162], [-1.188, 9.528, -2.169], [-0.651, 9.035, -1.066], [-0.985, 9.390, 0.108], [0.057, 7.899, -1.381], [0.788, 7.213, -0.411], [-2.837, 12.033, -3.672], [-2.976, 10.235, -3.868], [-1.452, 11.052, -4.219], [-2.724, 10.650, -1.449], [-1.228, 11.498, -1.807], [0.237, 6.335, -0.071], [1.211, 7.977, 0.241], [1.561, 6.770, -1.039], [-3.873, 2.687, 8.319], [-4.879, 3.753, 7.876], [-5.548, 3.477, 6.584], [-4.763, 3.699, 5.464], [-3.609, 4.130, 5.460], [-5.611, 3.492, 4.170], [-6.374, 2.350, 4.211], [-6.372, 4.513, 4.122], [-4.852, 3.584, 3.075], [-4.404, 1.747, 8.471], [-3.446, 2.902, 9.298], [-3.009, 2.794, 7.663], [-4.326, 4.692, 7.845], [-5.660, 3.931, 8.615], [-4.468, -1.229, -9.899], [-3.526, -2.272, -9.431], [-2.730, -1.886, -8.301], [-1.639, -1.124, -8.433], [-1.365, -0.569, -9.479], [-0.827, -1.045, -7.141], [0.403, -1.530, -7.268], [-0.665, 0.256, -6.703], [-1.449, -1.675, -6.163], [-3.831, -0.355, -9.767], [-5.384, -1.156, -9.312], [-4.754, -1.203, -10.951], [-2.786, -2.450, -10.211], [-3.960, -3.270, -9.368], [-5.574, 6.003, 0.428], [-5.139, 6.975, -0.735], [-5.496, 8.278, -0.334], [-5.197, 9.273, -1.134], [-4.668, 9.149, -2.254], [-5.497, 10.671, -0.538], [-4.654, 11.663, -1.030], [-6.797, 10.947, -0.835], [-5.309, 10.551, 0.750], [-5.360, 6.515, 1.366], [-4.983, 5.093, 0.317], [-6.602, 5.655, 0.525], [-5.527, 6.865, -1.747], [-4.072, 7.012, -0.955], [-4.729, 3.411, -6.120], [-5.289, 3.987, -4.789], [-5.671, 3.041, -3.817], [-5.951, 3.439, -2.562], [-6.097, 4.636, -2.219], [-6.201, 2.198, -1.620], [-6.193, 1.139, -2.418], [-5.246, 2.140, -0.695], [-7.483, 2.423, -1.136], [-5.419, 2.735, -6.626], [-3.930, 2.704, -5.895], [-4.413, 4.255, -6.734], [-6.073, 4.700, -5.044], [-4.413, 4.492, -4.382], [1.274, -4.608, -5.350], [1.769, -3.355, -4.525], [2.804, -2.804, -5.258], [3.242, -1.564, -4.980], [2.818, -0.784, -4.147], [4.302, -1.049, -6.035], [5.560, -0.665, -5.526], [4.597, -2.060, -6.834], [3.841, 0.014, -6.686], [0.303, -5.009, -5.061], [2.084, -5.337, -5.317], [1.078, -4.373, -6.397], [2.100, -3.672, -3.536], [0.913, -2.685, -4.441]],
  "mulliken_charge": [-1.2392, 0.0331, -0.1545, 0.8911, -0.6109, -0.3274, -0.8139, 0.4522, 0.1228, 0.3582, -0.0132, 0.4401, 0.3241, 0.2789, 0.2986, -0.5758, 1.3287, -0.3426, 0.6069, -0.4846, -0.4770, -0.2485, 0.0576, 0.0311, 0.3260, -1.0560, 0.2649, -0.1314, 0.3055, 0.3566, -1.2859, -0.1888, 0.1764, 0.2557, -0.6707, -0.0055, -0.6100, 0.1942, 0.3651, 0.4086, 0.3306, 0.3162, 0.1776, 0.5904, -0.1157, -0.6494, -0.4797, -0.3643, 0.7710, -0.5830, -0.1671, -0.8102, 0.3233, -0.0342, 0.4097, 0.4292, 0.2586, 0.3419, 0.2353, 0.3541, -1.2809, -0.1004, -0.2553, 0.7822, -0.6310, -0.3496, -0.3768, 0.3610, 0.2639, 0.3813, 0.1070, 0.4420, -0.0162, 0.3581, 0.2923, -1.0752, -0.2491, -0.3290, 0.1614, -0.4321, 0.9125, -0.2745, -0.2599, -0.1513, 0.2891, 0.3787, 0.2910, 0.2670, 0.4047, -0.8620, -0.4401, -0.2983, 0.1968, -0.5406, 1.0627, -0.2493, -0.2675, -0.2147, 0.2862, 0.1448, 0.3703, 0.4086, 0.4088, -0.6626, -0.3458, -0.3382, 0.4171, -0.5663, 0.8964, -0.2215, -0.2549, -0.2260, 0.3622, -0.1104, 0.4643, 0.4615, 0.1926, -1.0699, -0.1652, -0.1379, 0.3926, -0.6309, 0.9315, -0.2410, -0.1674, -0.2780, 0.2541, 0.1122, 0.4437, 0.3178, 0.2481, -1.4272, 0.1994, -0.2024, 0.4257, -0.5237, 0.8483, -0.2831, -0.2346, -0.2127, 0.4002, 0.3812, 0.3301, 0.3680, -0.0384],
  "total_charge": 0,
  "e_above_lowest_kj_mol": 528.59,
  "max_force_ev_per_a": 4.73,
  "gap_ev": 10.6816
}